Here is a 2-piece molecular cluster, C6H18N2 overall from OMol25. Energies are from ωB97M-V/def2-TZVPD.

Cartesian coordinates (Å):
C1 -8.615 -11.245 5.462
N1 -7.846 -12.382 4.915
C2 -6.583 -12.006 4.234
C3 -7.565 -13.182 6.068
H1 -8.913 -10.579 4.634
H2 -8.051 -10.655 6.203
H3 -9.527 -11.636 5.944
H4 -5.914 -12.830 3.932
H5 -6.015 -11.307 4.871
H6 -6.911 -11.469 3.329
H7 -6.924 -12.750 6.855
H8 -7.118 -14.132 5.731
H9 -8.557 -13.394 6.500
C4 -10.242 -8.318 3.792
N2 -10.672 -7.411 2.646
C5 -9.510 -6.877 1.945
C6 -11.402 -8.141 1.711
H10 -11.171 -8.758 4.193
H11 -9.752 -7.739 4.593
H12 -9.568 -9.137 3.488
H13 -8.918 -7.615 1.378
H14 -8.844 -6.367 2.660
H15 -9.909 -6.129 1.240
H16 -11.815 -7.393 1.013
H17 -12.239 -8.642 2.226
H18 -10.845 -8.895 1.129

Results
SMILES: CN(C)C.CN(C)C
HOMO level: -0.321 Eh
LUMO level: 0.93 eV
energy above the lowest of the compared OMol25 structures with the same formula, charge and spin: 118.6 kJ/mol
DFT total energy: -348.84430 Ha

Here is C23H35CrN7S as an isolated structure from OMol25. Energies are from ωB97M-V/def2-TZVPD.

Cartesian coordinates (Å):
Cr1 0.023 -0.192 0.330
C1 3.099 0.729 0.152
C2 2.576 0.413 -1.237
N1 1.581 -0.674 -1.104
C3 0.939 -1.053 -2.373
C4 -0.368 -1.739 -2.102
C5 -0.871 -2.683 -2.969
C6 -2.150 -3.168 -2.749
C7 -2.880 -2.656 -1.707
C8 -2.304 -1.733 -0.836
C9 -3.189 -1.207 0.281
N2 -2.755 -0.051 1.001
C10 -1.800 0.852 0.417
C11 0.874 1.551 0.886
N3 1.995 0.660 1.097
N4 -1.046 -1.323 -1.014
H1 3.583 1.710 0.137
H2 3.844 -0.008 0.456
H3 3.400 0.133 -1.894
H4 2.063 1.268 -1.676
H5 2.029 -1.486 -0.688
H6 1.576 -1.669 -3.006
H7 0.733 -0.130 -2.919
H8 -0.274 -3.015 -3.808
H9 -2.576 -3.919 -3.406
H10 -3.905 -2.962 -1.538
H11 -3.345 -2.021 0.991
H12 -4.157 -1.034 -0.202
H13 -2.633 -0.205 1.984
H14 -1.709 1.750 1.017
H15 -2.063 1.089 -0.613
H16 0.540 2.018 1.805
H17 1.041 2.298 0.110
H18 2.304 0.600 2.055
C12 -0.169 0.301 4.155
C13 -0.063 -1.201 4.094
C14 0.007 -1.966 5.254
C15 0.142 -3.342 5.194
C16 0.206 -3.968 3.959
C17 0.128 -3.236 2.780
C18 0.199 -3.907 1.433
C19 -0.003 -1.849 2.859
N5 -0.102 -1.111 1.681
H19 -0.297 0.641 5.183
H20 -1.006 0.676 3.562
H21 0.731 0.776 3.754
H22 -0.036 -1.470 6.218
H23 0.199 -3.925 6.105
H24 0.316 -5.046 3.905
H25 0.297 -4.986 1.540
H26 1.054 -3.541 0.856
H27 -0.695 -3.700 0.837
S1 -0.209 2.301 -2.405
C20 -0.289 3.947 -1.981
N6 -1.192 4.392 -1.095
C21 -1.347 5.786 -0.678
C22 -0.879 6.694 -1.796
C23 0.522 6.289 -2.213
N7 0.536 4.856 -2.520
H28 -1.801 3.685 -0.719
H29 -0.771 5.973 0.232
H30 -2.396 5.958 -0.451
H31 -0.887 7.732 -1.466
H32 -1.555 6.602 -2.649
H33 1.235 6.511 -1.416
H34 0.834 6.831 -3.103
H35 1.201 4.487 -3.178

Results
net charge: +1
spin multiplicity: 2
<S²>: 1.110
HOMO level (alpha / beta): -0.354 / -0.359 Eh
LUMO level (alpha / beta): -3.00 / -2.35 eV
DFT total energy: -2723.13667 Ha

Here is C21H21FN4O3 in the gas phase from OMol25. Energies are from ωB97M-V/def2-TZVPD.

Cartesian coordinates (Å):
C1 -8.724 -0.106 -1.189
O1 -7.776 -1.072 -0.806
C2 -6.502 -0.668 -0.548
C3 -5.606 -1.675 -0.186
C4 -4.290 -1.378 0.087
C5 -3.849 -0.063 0.015
N1 -2.481 0.250 0.288
C6 -1.732 0.882 -0.730
O2 -2.245 1.132 -1.801
C7 -0.362 1.154 -0.400
C8 0.172 0.824 0.808
N2 1.441 1.119 1.234
C9 2.207 0.174 2.023
C10 3.014 -0.761 1.107
N3 3.885 0.037 0.276
C11 5.055 -0.523 -0.226
C12 5.296 -1.899 -0.245
C13 6.498 -2.417 -0.692
C14 7.502 -1.582 -1.147
C15 7.296 -0.213 -1.140
C16 6.101 0.292 -0.678
F1 5.958 1.644 -0.651
C17 3.136 0.976 -0.538
C18 2.330 1.890 0.387
N4 -0.652 0.210 1.720
C19 -1.992 -0.080 1.521
O3 -2.637 -0.587 2.410
C20 -4.732 0.944 -0.336
C21 -6.053 0.646 -0.622
H1 -9.652 -0.652 -1.350
H2 -8.434 0.396 -2.118
H3 -8.877 0.641 -0.404
H4 -5.969 -2.689 -0.132
H5 -3.602 -2.161 0.365
H6 0.214 1.608 -1.185
H7 1.567 -0.427 2.667
H8 2.898 0.744 2.651
H9 3.617 -1.425 1.728
H10 2.312 -1.365 0.507
H11 4.525 -2.579 0.081
H12 6.643 -3.487 -0.693
H13 8.437 -1.987 -1.501
H14 8.058 0.474 -1.473
H15 3.810 1.574 -1.146
H16 2.447 0.435 -1.207
H17 1.760 2.622 -0.181
H18 3.022 2.424 1.045
H19 -0.335 0.046 2.665
H20 -4.387 1.964 -0.397
H21 -6.718 1.449 -0.898

Results
SMILES: COc1ccc(-n2c(=O)cc(N3CCN(c4ccccc4F)CC3)[nH]c2=O)cc1
HOMO level: -0.301 Eh
LUMO level: 0.50 eV
energy above the lowest of the compared OMol25 structures with the same formula, charge and spin: 159.3 kJ/mol
DFT total energy: -1357.48069 Ha

Here is a 2-piece molecular cluster, C4H8O4 overall from OMol25. Energies are from ωB97M-V/def2-TZVPD.

Cartesian coordinates (Å):
C1 0.382 1.486 1.422
C2 0.560 1.164 0.155
C3 0.646 -0.247 -0.375
C4 -0.583 -0.501 -1.360
O1 1.804 -0.357 -1.148
O2 0.697 -1.245 0.590
H1 0.361 2.515 1.740
H2 0.279 0.745 2.199
H3 0.682 1.910 -0.611
H4 -0.563 0.242 -2.157
H5 -0.550 -1.523 -1.728
H6 -1.554 -0.357 -0.808
H7 2.145 -1.252 -1.037
H8 -0.064 -1.179 1.198
O3 -2.349 -0.391 0.466
O4 -1.893 -1.011 1.454

Results
SMILES: C=CC(C)(O)O.O=O
HOMO level (alpha / beta): -0.364 / -0.363 Eh
LUMO level (alpha / beta): -2.13 / -2.25 eV
energy above the lowest of the compared OMol25 structures with the same formula, charge and spin: 723.5 kJ/mol
DFT total energy: -457.95760 Ha

Here is a 5-piece molecular cluster, C28H27O4PS overall from OMol25. Energies are from ωB97M-V/def2-TZVPD.

Cartesian coordinates (Å):
O1 -0.526 -7.881 -3.001
P1 -0.328 -6.438 -3.241
C1 1.377 -5.937 -3.473
C2 2.249 -5.397 -2.585
S1 1.926 -4.949 -0.973
C3 3.569 -5.222 -3.286
O2 4.623 -4.951 -2.816
O3 3.362 -5.484 -4.611
C4 2.110 -6.106 -4.744
O4 1.797 -6.684 -5.733
H1 -0.956 -5.931 -4.387
H2 -0.745 -5.603 -2.191
H3 3.153 -4.649 -0.533
C5 -1.452 -0.874 -2.666
C6 -0.844 0.366 -2.537
C7 0.538 0.476 -2.615
C8 1.315 -0.655 -2.823
C9 0.706 -1.896 -2.947
C10 -0.675 -2.007 -2.868
H4 -2.530 -0.959 -2.608
H5 -1.447 1.250 -2.376
H6 1.010 1.445 -2.516
H7 2.392 -0.571 -2.888
H8 1.308 -2.781 -3.107
H9 -1.151 -2.976 -2.963
C11 -3.386 3.430 1.811
C12 -2.234 4.202 1.857
C13 -1.091 3.784 1.190
C14 -1.099 2.594 0.477
C15 -2.250 1.822 0.433
C16 -3.394 2.238 1.100
H10 -4.278 3.758 2.329
H11 -2.227 5.131 2.413
H12 -0.193 4.388 1.224
H13 -0.208 2.266 -0.045
H14 -2.253 0.891 -0.119
H15 -4.292 1.635 1.065
C17 -1.165 -2.576 1.006
C18 -2.227 -1.965 1.658
C19 -2.918 -2.648 2.650
C20 -2.548 -3.941 2.991
C21 -1.487 -4.554 2.340
C22 -0.797 -3.871 1.349
H16 -0.622 -2.044 0.234
H17 -2.514 -0.956 1.398
H18 -3.744 -2.169 3.160
H19 -3.086 -4.471 3.767
H20 -1.199 -5.563 2.605
H21 0.033 -4.343 0.840
C23 1.222 7.702 3.726
C24 2.374 8.473 3.773
C25 3.518 8.054 3.108
C26 3.510 6.862 2.398
C27 2.359 6.089 2.354
C28 1.215 6.509 3.017
H22 0.329 8.030 4.242
H23 2.381 9.402 4.329
H24 4.416 8.657 3.144
H25 4.402 6.536 1.879
H26 2.355 5.156 1.804
H27 0.317 5.905 2.984

Results
SMILES: O=[PH2]C1=C(S)C(=O)OC1=O.c1ccccc1.c1ccccc1.c1ccccc1.c1ccccc1
HOMO level: -0.351 Eh
LUMO level: -1.71 eV
DFT total energy: -2123.65571 Ha

Here is a 4-piece molecular cluster, C32H77ClN3O7P overall from OMol25. Energies are from ωB97M-V/def2-TZVPD.

Cartesian coordinates (Å):
C1 2.030 5.116 0.738
C2 1.519 4.696 -0.639
C3 2.083 3.423 -1.188
Cl1 3.863 3.359 -1.076
P1 1.331 1.842 -0.369
C4 0.649 0.277 0.426
C5 0.008 -0.696 -0.552
C6 -1.405 -0.403 -1.026
C7 -2.400 -0.089 0.080
C8 -2.532 1.379 0.415
C9 -3.608 2.100 -0.415
C10 -4.821 2.425 0.433
C11 -5.863 3.399 -0.138
C12 -5.379 4.311 -1.237
C13 -6.381 5.383 -1.585
O1 -5.798 6.593 -2.035
C14 -4.928 6.394 -3.130
H1 2.355 6.140 0.704
H2 2.873 4.532 1.063
H3 1.246 5.083 1.474
H4 1.684 5.492 -1.343
H5 0.441 4.561 -0.586
H6 1.867 3.379 -2.235
H7 1.243 2.546 0.860
H8 0.221 1.977 -1.245
H9 2.494 1.128 -0.780
H10 -0.021 0.506 1.237
H11 1.515 -0.207 0.852
H12 0.036 -1.683 -0.117
H13 0.651 -0.737 -1.427
H14 -1.425 0.379 -1.772
H15 -1.751 -1.290 -1.537
H16 -3.370 -0.507 -0.150
H17 -2.054 -0.616 0.959
H18 -2.770 1.474 1.462
H19 -1.591 1.880 0.285
H20 -3.169 2.992 -0.818
H21 -3.888 1.418 -1.207
H22 -5.323 1.486 0.611
H23 -4.489 2.766 1.400
H24 -6.748 2.878 -0.477
H25 -6.192 4.037 0.668
H26 -5.143 3.729 -2.112
H27 -4.464 4.792 -0.925
H28 -6.971 5.638 -0.719
H29 -7.067 5.029 -2.357
H30 -3.927 6.167 -2.784
H31 -5.245 5.571 -3.753
H32 -4.877 7.284 -3.735
C15 5.030 -0.136 0.137
O2 6.228 -0.683 0.651
C16 6.897 0.137 1.599
C17 6.807 -0.443 2.991
N1 5.450 -0.364 3.510
C18 5.211 -1.111 4.740
C19 5.401 -2.621 4.723
O3 4.447 -3.325 3.952
C20 4.706 -3.399 2.563
H33 4.725 -0.752 -0.707
H34 4.223 -0.145 0.881
H35 5.173 0.889 -0.212
H36 6.503 1.157 1.577
H37 7.950 0.175 1.307
H38 7.471 0.121 3.653
H39 7.183 -1.475 2.938
H40 4.807 -0.694 2.802
H41 4.179 -0.918 5.041
H42 5.853 -0.695 5.523
H43 5.263 -2.972 5.749
H44 6.416 -2.914 4.427
H45 5.778 -3.430 2.352
H46 4.255 -2.566 2.015
H47 4.250 -4.319 2.196
C21 -1.109 -8.143 6.679
O4 -0.434 -8.420 5.471
C22 -0.452 -7.368 4.517
C23 0.909 -6.736 4.352
N2 1.294 -5.979 5.533
C24 2.687 -5.532 5.550
C25 3.788 -6.580 5.530
O5 3.889 -7.364 6.703
C26 3.017 -8.473 6.779
H48 -1.188 -9.080 7.226
H49 -0.570 -7.421 7.304
H50 -2.117 -7.761 6.492
H51 -1.200 -6.615 4.785
H52 -0.746 -7.808 3.559
H53 0.878 -6.055 3.495
H54 1.617 -7.543 4.115
H55 1.121 -6.545 6.354
H56 2.819 -4.937 6.457
H57 2.845 -4.858 4.708
H58 4.735 -6.039 5.458
H59 3.731 -7.228 4.646
H60 2.824 -8.904 5.793
H61 2.063 -8.216 7.250
H62 3.501 -9.226 7.400
C27 -3.561 2.687 -9.928
O6 -3.840 1.748 -8.910
C28 -2.714 1.023 -8.436
C29 -2.343 1.430 -7.030
N3 -1.798 2.779 -6.992
C30 -1.637 3.336 -5.655
C31 -2.869 3.513 -4.785
O7 -3.766 4.506 -5.229
C32 -4.672 4.104 -6.239
H63 -4.516 3.020 -10.330
H64 -3.018 3.563 -9.553
H65 -2.979 2.235 -10.737
H66 -1.863 1.141 -9.113
H67 -2.993 -0.035 -8.426
H68 -1.588 0.734 -6.650
H69 -3.245 1.319 -6.410
H70 -2.396 3.392 -7.530
H71 -1.170 4.319 -5.766
H72 -0.928 2.706 -5.110
H73 -2.526 3.849 -3.801
H74 -3.402 2.567 -4.622
H75 -4.944 3.049 -6.143
H76 -4.277 4.287 -7.242
H77 -5.573 4.709 -6.125

Results
SMILES: CC[C@@H](Cl)[PH3]CCCCCCCCCCOC.COCCNCCOC.COCCNCCOC.COCCNCCOC
HOMO level: -0.310 Eh
LUMO level: 0.48 eV
energy above the lowest of the compared OMol25 structures with the same formula, charge and spin: 0.2 kJ/mol
DFT total energy: -2757.65729 Ha